(1)
The following is a quantum chemistry calculation of 3 unconnected molecules or ions with the total composition C4H10O4, from OMol25.

Its HOMO energy is -10.4 eV. The energy above the lowest of the compared OMol25 structures with the same formula, charge and spin comes out at 122.32 kJ/mol. The frontier orbital gap comes out at 11.0212 eV. As for the SMILES: O=CCCC=O.O.O. The multiplicity is 1.

Atoms and positions in Å:
O 2.45918 0.57817 -1.92430
O -3.06516 1.05925 0.99647
O -0.50321 1.35345 2.01695
O 0.76152 -1.83372 -1.68038
C -0.56933 -0.64557 -0.10657
C 0.50104 0.76500 1.68751
C 0.73349 -0.02523 0.44096
C -0.29172 -1.73552 -1.08728
H -0.99310 0.17075 -0.70095
H 1.21925 0.67811 -0.26044
H -1.07763 -2.42490 -1.43549
H 2.42178 -0.38383 -1.79788
H -1.22540 -0.88964 0.72134
H -2.11223 1.05515 1.20737
H 2.39082 0.69624 -2.87794
H 1.29163 0.68161 2.45553
H -3.44792 1.64994 1.65246
H 1.50700 -0.74925 0.69260



(2)
The following is a quantum chemistry calculation of 9 unconnected molecules or ions with the total composition C22H57BIN3O10PS8, from OMol25.

Its HOMO energy is -9.6 eV. The total charge is +1. The frontier orbital gap comes out at 5.4859 eV. The multiplicity is 1.

Atoms and positions in Å:
I 0.55883 -2.03597 -6.21826
S -9.27780 -3.58933 3.86146
S -3.08262 -2.88648 7.04110
S 2.24634 9.77437 -2.54063
S 7.28843 -0.32162 -2.90222
S -3.39218 -2.29901 2.39557
S -0.24836 5.88288 -1.24459
S 12.77098 -0.61267 -0.67161
S -7.06246 -6.78683 2.55080
P -0.68441 -1.82821 -4.15805
O -4.26775 -1.52485 3.31853
O 2.32718 9.36157 -1.11051
O 11.49930 0.05521 -1.07122
O 0.26039 -2.44104 -3.01880
O -9.45250 -4.84044 4.64789
O -5.78450 -6.47187 1.84668
O 6.51241 0.86745 -3.37567
O -3.16083 -0.78018 -2.41600
O -1.95714 -3.41924 6.22715
O 0.52803 5.88154 -2.52622
N -3.95342 0.63943 -4.25715
N 0.87141 0.37268 -3.94105
N -0.39823 -0.05087 -3.80897
C 3.80792 10.55740 -2.95293
C 0.07561 7.41636 -0.38547
C -6.67212 -7.01374 4.28357
C -1.17091 2.08740 -3.18312
C 8.81335 0.28759 -2.19755
C 8.02661 -1.06943 -4.35734
C -3.48849 -1.26436 6.39381
C -2.38743 -2.29880 8.59147
C 1.10335 1.64229 -3.71169
C 12.86351 -0.52518 1.11792
C 0.09707 2.56316 -3.31174
C 3.55796 1.48757 -3.33032
C -3.19873 -1.30800 0.90769
C 2.49588 2.07654 -3.90644
C -7.44301 -8.50465 2.19910
C -4.40800 -3.57377 1.65764
C 2.51483 8.30765 -3.53563
C 12.48298 -2.38267 -0.76558
C 0.65894 4.84065 -0.09621
C -10.86167 -2.74280 3.85720
C -1.40801 0.73177 -3.46026
C -9.29576 -4.06986 2.13305
B -2.91245 0.15178 -3.34923
H 8.56637 -0.30876 -4.92073
H 0.18725 4.89184 0.88439
H 9.30366 0.95355 -2.90621
H 2.60699 2.96301 -4.52875
H -3.16245 -1.78889 9.16324
H 12.35230 -2.64280 -1.81394
H 3.43120 7.81384 -3.21097
H 3.87161 11.49198 -2.39983
H 0.31612 3.60690 -3.11587
H 13.34659 -2.91153 -0.36351
H -7.56188 -7.35839 4.80873
H -4.67610 -4.28738 2.43190
H 13.71597 -1.10904 1.46421
H -2.61901 -0.42404 1.16726
H -6.57588 -9.12277 2.43081
H 4.46008 1.28081 -3.90185
H 8.70076 -1.86746 -4.04784
H -1.97738 2.73765 -2.87235
H 1.20563 -2.29384 -3.18880
H 0.62428 3.81549 -0.46226
H -0.36939 8.23228 -0.95039
H -7.68180 -8.58409 1.14072
H 3.83501 10.76213 -4.02276
H -8.39744 -4.66447 1.98116
H -2.58294 -0.65852 6.33926
H 1.66830 7.63922 -3.39274
H -0.38944 7.36092 0.59922
H 9.46582 -0.54536 -1.95137
H -11.05975 -2.40342 4.87156
H -2.66523 -1.88697 0.15429
H -10.81066 -1.88506 3.18665
H 8.57084 0.83343 -1.28895
H -5.31172 -3.12752 1.24061
H 3.59219 1.17944 -2.28900
H -10.17841 -4.67653 1.92865
H -4.22411 -0.79094 7.04551
H 1.69359 5.17843 -0.04179
H -4.17953 -1.00786 0.53604
H -8.30329 -8.81044 2.79392
H -9.28589 -3.18334 1.49844
H -4.06445 -1.10488 -2.55202
H -3.63482 0.62158 -5.22446
H -5.85879 -7.73330 4.37820
H 11.93733 -0.90388 1.54981
H 1.14656 7.58865 -0.29545
H 2.58552 8.59836 -4.58409
H -11.64246 -3.43371 3.53958
H 7.22572 -1.48285 -4.96688
H -1.55690 -1.62418 8.38374
H 12.99978 0.51857 1.39180
H 11.58334 -2.63635 -0.20455
H -2.03084 -3.16296 9.14807
H -3.84270 -4.08883 0.88145
H -4.09617 1.63519 -4.08410
H -6.36608 -6.05040 4.68580
H -3.90851 -1.38652 5.39617
H 4.62868 9.90059 -2.66586



(3)
The following is a quantum chemistry calculation of a molecular structure, C48H32Br3N8O4V, from OMol25.

Its HOMO energy (alpha / beta) is -2.9 / -4.3 eV. The energy above the lowest of the compared OMol25 structures with the same formula, charge and spin comes out at 63.72 kJ/mol. The total charge is -1. The frontier orbital gap (alpha / beta) comes out at 4.3664 / 5.7693 eV. The multiplicity is 4.

Atoms and positions in Å:
Br -6.11320 -0.88366 -3.91487
Br -3.16750 2.13054 -0.25717
Br -5.33730 -1.78646 0.21373
V 0.22770 -1.20686 0.17703
O -1.17760 0.09604 -0.20327
O -0.27880 -1.01216 1.78203
O 0.87580 -1.59246 -1.41587
O -0.45290 6.66504 -1.18577
N 1.82650 0.95444 -1.55397
N 1.80790 0.47404 1.44033
N -0.15400 3.73384 4.51863
N 1.57140 -2.89466 1.12273
N -1.03320 -3.90596 1.75383
N 4.51110 3.67604 -5.28677
N -0.39410 -1.90136 -1.43927
N 0.00800 4.86894 4.03443
C 3.66850 -3.33266 2.90473
C -0.24820 -4.48696 3.90013
C -3.97000 -2.50306 -0.96817
C -0.19770 0.00094 2.57103
C -3.20010 -2.55846 -3.40027
C 1.32180 -3.51226 2.30173
C -4.06040 -2.08626 -2.26277
C -4.30370 0.36684 -2.13147
C 3.67010 1.14534 -3.06427
C -1.98740 -0.19696 -1.17397
C 0.49160 6.78674 0.96263
C 2.35550 -3.70006 3.26993
C 3.90250 -2.80626 1.66073
C 0.76640 -4.62636 4.83203
C -3.15190 0.55564 -1.33747
C -2.92780 -4.06066 -3.45707
C -3.04060 -3.27556 -0.23547
C -0.35820 6.13044 0.06833
C 1.38620 2.13484 -1.97027
C 0.86460 0.92384 2.29143
C 3.00750 2.50454 1.78843
C -0.86110 -3.25856 -1.65827
C -0.62750 -4.02636 -2.73057
C 0.00060 -3.98846 2.62273
C -1.74480 -3.60846 -0.52317
C 2.81400 -2.57756 0.81343
C -1.81620 -4.75516 -3.20227
C -0.10310 2.53124 3.86663
C 2.94260 0.48154 -2.09817
C 2.02240 2.89434 -2.93497
C 2.04960 2.98214 2.65273
C -0.84390 -4.06926 0.48773
C -1.37100 6.07574 -2.07657
C 2.84500 1.24524 1.20183
C -1.05610 0.30074 3.63223
C 0.92280 2.18984 2.92593
C 2.05820 -4.26856 4.52043
C -4.72230 -0.83896 -2.58217
C -1.06260 5.01284 0.49803
C -0.89900 4.53854 1.78123
C 0.62230 6.33764 2.25523
C -1.93150 -1.74066 -3.27367
C 0.57360 -3.88256 -3.62557
C 3.91070 3.10944 -4.48527
C -0.05310 5.18614 2.68773
C -0.99860 1.53454 4.25773
C 3.20120 2.39284 -3.50427
C -1.48310 -1.18476 -2.08357
H -1.81340 -0.41496 3.91333
H -1.13960 -2.12416 -3.90697
H 3.61480 0.84434 0.55213
H -1.72490 1.78664 5.01573
H 2.85870 -4.43366 5.22753
H -1.09990 5.04004 -2.30337
H -4.89790 1.24494 -2.34957
H -3.72870 -2.33006 -4.33737
H 1.26770 6.85584 2.94863
H -1.77280 -5.81686 -3.40977
H 1.16170 -4.80196 -3.60687
H -3.78890 -4.60056 -3.83477
H 4.58600 0.73394 -3.46617
H 1.19940 -3.05996 -3.28037
H -1.32890 6.66874 -2.99017
H 0.28140 -3.69856 -4.66057
H 4.90230 -2.55706 1.33723
H 2.95430 -2.13356 -0.16457
H -1.74210 4.49244 -0.15507
H -1.25280 -4.81406 4.12203
H -3.34930 -3.54886 0.76773
H 1.63340 3.85594 -3.23347
H 0.53590 -5.05026 5.79933
H 0.07960 -4.54216 0.11783
H -2.38780 6.09714 -1.67167
H -1.46790 3.67254 2.08353
H 1.03140 7.65374 0.61263
H 2.18350 3.93344 3.15053
H 3.26720 -0.48646 -1.73857
H 3.89360 3.08464 1.57993
H 0.47540 2.48004 -1.49727
H 4.47090 -3.46416 3.61773



(4)
The following is a quantum chemistry calculation of 2 unconnected molecules or ions with the total composition C3H7O3, from OMol25.

Its HOMO energy is -4.7 eV. The energy above the lowest of the compared OMol25 structures with the same formula, charge and spin comes out at 86.52 kJ/mol. The total charge is -1. The frontier orbital gap comes out at 9.1065 eV. The multiplicity is 1.

Atoms and positions in Å:
O -1.59115 -0.02237 0.50874
O 1.75563 0.11022 1.37696
O 0.34017 -1.57116 0.82834
C 1.31211 -1.08202 1.48646
C -0.93894 0.93881 -0.31149
C -0.13365 0.28331 -1.44116
H 1.78503 -1.66851 2.29561
H 0.79462 -0.05700 -1.04876
H -1.64672 1.64976 -0.68182
H -0.65929 -0.53405 -1.87829
H 0.12344 1.02173 -2.21399
H -0.83874 -0.66940 0.74082
H -0.30251 1.60070 0.33858